Record 1
{"formula": "C2H6OP2S3", "method": "ωB97M-V/def2-TZVPD", "gap_ev": 7.712, "smiles": "C[P@@]1(=O)CS1.S=PS", "relative_energy_kcal_mol": 42.3, "e_homo_ev": -8.99, "elements": ["S", "S", "S", "P", "P", "O", "C", "C", "H", "H", "H", "H", "H", "H"], "positions_angstrom": [[-1.4776, 1.0381, -1.3248], [2.8496, -1.0170, -0.4128], [-3.5643, 0.2328, 0.9835], [-2.6648, -0.4050, -0.7894], [0.9049, -0.4767, 0.0059], [-0.1373, -1.5229, 0.1351], [1.7380, -0.1630, -1.5825], [0.6347, 0.7302, 1.3424], [-0.3816, 0.9077, 1.1198], [1.2842, 1.7154, 1.2523], [1.3806, -0.9590, -2.2612], [0.8446, 0.3104, 2.2720], [1.9692, 0.7498, -2.0851], [-3.3803, -1.1408, 1.3449]], "atomic_forces_ev_per_a": [[-0.92, -0.16, -0.39], [0.66, 0.21, 0.72], [0.48, -2.03, 0.61], [1.03, 0.75, -0.47], [0.70, -0.59, 0.10], [-0.06, -0.09, -0.13], [-1.45, -1.46, 0.13], [2.69, 2.57, -2.64], [-1.31, 0.65, 0.53], [-1.43, -2.00, -0.05], [-0.10, 0.80, 0.06], [0.07, -0.99, 1.46], [0.32, 0.63, 0.16], [-0.68, 1.70, -0.10]], "lowdin_charge": [0.063, 0.594, 0.231, 0.084, 0.276, -0.475, -0.605, -0.194, -0.052, 0.112, 0.044, 0.024, 0.035, -0.136]}



Record 2
{"formula": "C38H33AsGaN3O2P", "method": "ωB97M-V/def2-TZVPD", "gap_ev": 6.779, "total_charge": 1, "e_homo_ev": -10.86, "elements": ["As", "Ga", "P", "O", "O", "N", "N", "N", "C", "C", "C", "C", "C", "C", "C", "C", "C", "C", "C", "C", "C", "C", "C", "C", "C", "C", "C", "C", "C", "C", "C", "C", "C", "C", "C", "C", "C", "C", "C", "C", "C", "C", "C", "C", "C", "C", "H", "H", "H", "H", "H", "H", "H", "H", "H", "H", "H", "H", "H", "H", "H", "H", "H", "H", "H", "H", "H", "H", "H", "H", "H", "H", "H", "H", "H", "H", "H", "H", "H"], "positions_angstrom": [[-3.7630, 0.2069, -0.3959], [2.5263, 0.3241, -0.4934], [0.6416, -1.0653, -1.0268], [4.6819, 0.3893, -0.2932], [3.7141, -0.7321, -1.7256], [4.8361, -0.3571, -1.2622], [2.1885, 0.3544, 1.5395], [1.6037, 1.3845, 1.9109], [2.1400, -1.6895, 4.6283], [1.8415, 2.1550, -0.4047], [-2.1701, -0.7936, -1.0473], [0.7373, -0.1975, -3.5812], [1.6095, 3.1668, -1.3218], [1.2736, -3.7530, -0.4966], [0.7463, 3.5229, 1.3120], [0.0400, -3.6960, 1.9946], [-0.8602, -0.1234, -0.6672], [-3.0407, -0.4922, 2.2827], [-2.9793, 0.5601, 1.3694], [0.5880, -1.5019, -5.5892], [-1.7323, 1.8440, 2.9902], [-3.9231, 4.2736, -1.4351], [-4.0620, 3.0506, -0.7947], [-1.7837, 0.7851, 3.8874], [-2.5343, 3.2410, -3.0975], [2.4239, -0.6751, 2.4863], [0.6229, -2.5947, -0.0724], [-2.4405, -0.3860, 3.5314], [-2.3234, 1.7323, 1.7373], [1.2899, -4.8775, 0.3167], [0.7167, -0.2680, -4.9634], [1.8842, -0.6359, 3.7693], [0.9611, 4.3385, -0.9354], [0.6247, -1.3576, -2.8084], [0.5273, 4.5167, 0.3719], [-3.4206, 1.9130, -1.2823], [1.3964, 2.3615, 0.9099], [0.6668, -4.8550, 1.5564], [-3.1543, 4.3727, -2.5878], [0.4803, -2.5875, -3.4408], [0.4663, -2.6540, -4.8281], [2.9237, -2.7625, 4.2156], [-2.6685, 2.0194, -2.4494], [0.0217, -2.5690, 1.1887], [3.2040, -1.7450, 2.0633], [3.4557, -2.7911, 2.9356], [-0.4760, -1.6774, 1.5557], [-3.5648, -1.4066, 2.0218], [-2.2476, -1.7871, -0.6030], [0.7960, 5.1224, -1.6641], [-3.0533, 5.3243, -3.0940], [-1.9519, 3.3046, -4.0088], [-1.2315, 2.7650, 3.2667], [3.6199, -1.7646, 1.0643], [-0.4359, -3.6637, 2.9672], [0.4310, 3.6306, 2.3423], [-1.3310, 0.8793, 4.8676], [-2.5030, -1.2102, 4.2329], [1.2748, 0.2032, 4.0735], [4.0668, -3.6248, 2.6146], [0.3447, -3.4941, -2.8721], [-2.2565, 2.5602, 1.0411], [-0.7311, 0.8378, -1.1714], [0.0251, 5.4326, 0.6567], [1.8033, -3.7780, -1.4381], [0.3528, -3.6156, -5.3130], [1.9379, 3.0662, -2.3490], [3.1208, -3.5787, 4.8995], [-0.8383, 0.1025, 0.4017], [-2.1909, 1.1472, -2.8837], [0.8048, 0.6371, -5.5513], [-2.2587, -0.9213, -2.1269], [0.8414, 0.7730, -3.1030], [1.7943, -5.7733, -0.0239], [-4.4257, 5.1473, -1.0398], [-4.6786, 2.9868, 0.0953], [1.7297, -1.6750, 5.6303], [0.5772, -1.5630, -6.6696], [0.6761, -5.7385, 2.1837]], "atomic_forces_ev_per_a": [[0.07, -0.03, -0.03], [0.08, 0.03, -0.15], [0.17, -0.23, -0.14], [0.03, -0.03, 0.06], [0.03, 0.03, -0.09], [-0.13, 0.07, 0.13], [0.10, -0.06, -0.17], [-0.09, 0.13, 0.17], [-0.02, 0.02, 0.03], [-0.02, -0.01, 0.02], [0.01, 0.07, 0.04], [0.08, -0.02, -0.03], [-0.01, -0.01, -0.04], [0.18, 0.04, 0.14], [0.07, 0.04, -0.07], [0.02, -0.01, 0.01], [0.00, -0.06, 0.12], [0.01, 0.01, 0.02], [-0.09, 0.04, 0.06], [0.00, 0.01, 0.01], [-0.04, -0.04, 0.03], [0.02, 0.00, -0.01], [0.02, 0.03, 0.01], [0.00, 0.02, 0.00], [0.00, 0.03, 0.02], [0.04, -0.15, 0.09], [-0.16, -0.02, 0.03], [0.01, -0.01, 0.00], [0.02, -0.01, 0.02], [0.02, -0.01, -0.01], [-0.02, 0.00, 0.00], [0.02, -0.04, -0.03], [-0.02, 0.01, -0.01], [-0.01, 0.10, -0.06], [-0.03, 0.04, 0.04], [-0.01, 0.00, -0.01], [0.01, 0.07, -0.02], [0.00, 0.00, 0.02], [0.00, -0.02, 0.02], [-0.15, 0.04, -0.04], [0.00, -0.02, -0.01], [0.00, -0.04, 0.05], [0.00, -0.01, -0.03], [-0.14, -0.04, -0.02], [-0.08, 0.02, 0.13], [0.02, -0.03, -0.04], [0.01, -0.01, -0.04], [-0.01, 0.02, 0.00], [0.00, -0.03, 0.03], [0.00, -0.02, 0.01], [0.00, -0.02, 0.01], [-0.01, 0.00, 0.01], [-0.11, -0.10, 0.04], [0.02, 0.03, -0.07], [0.02, -0.01, -0.03], [0.09, 0.02, -0.09], [-0.02, 0.00, -0.03], [0.00, 0.03, -0.03], [0.00, 0.00, -0.02], [-0.02, 0.03, 0.01], [-0.01, -0.02, 0.03], [0.00, -0.01, 0.00], [-0.01, 0.01, 0.01], [0.02, -0.03, -0.01], [0.01, 0.01, -0.02], [0.00, 0.04, 0.02], [0.01, 0.00, -0.01], [-0.01, 0.03, -0.02], [0.06, 0.04, 0.00], [-0.02, 0.02, 0.01], [0.00, -0.04, 0.01], [0.00, -0.02, -0.02], [0.00, -0.01, 0.01], [-0.02, 0.03, 0.02], [0.01, -0.01, -0.01], [0.00, -0.01, 0.00], [0.01, 0.00, -0.03], [0.00, 0.00, 0.02], [0.00, 0.05, -0.03]], "lowdin_charge": [1.318, 0.496, 1.061, -0.056, -0.123, -0.105, 0.005, 0.162, -0.056, -0.151, -0.402, -0.102, -0.086, -0.086, -0.012, -0.061, -0.392, -0.139, -0.424, -0.056, -0.087, -0.076, -0.135, -0.088, -0.083, -0.237, -0.338, -0.086, -0.111, -0.058, -0.057, -0.006, -0.049, -0.340, -0.047, -0.425, -0.274, -0.060, -0.083, -0.068, -0.054, -0.059, -0.123, -0.094, -0.024, -0.055, 0.093, 0.100, 0.062, 0.114, 0.106, 0.104, 0.092, 0.100, 0.114, 0.105, 0.106, 0.107, 0.103, 0.118, 0.096, 0.093, 0.071, 0.116, 0.104, 0.115, 0.106, 0.114, 0.059, 0.085, 0.113, 0.064, 0.092, 0.115, 0.108, 0.106, 0.113, 0.114, 0.115]}



Record 3
{"formula": "C5H6N2", "method": "ωB97M-V/def2-TZVPD", "gap_ev": 9.576, "relative_energy_kcal_mol": 80.6, "e_homo_ev": -8.95, "elements": ["N", "N", "C", "C", "C", "C", "C", "H", "H", "H", "H", "H", "H"], "positions_angstrom": [[-1.7137, 2.0919, 1.8809], [-0.6886, 1.0064, -0.0346], [-1.2048, 1.5576, 0.9905], [0.7068, 0.8523, -0.2576], [1.0935, -0.6468, -0.1009], [-0.2026, -1.4362, -0.2997], [-1.3108, -0.6993, -0.4492], [1.3311, 1.5118, 0.2446], [1.8029, -1.0795, -0.8418], [-0.0914, -2.6140, -0.3659], [1.6306, -0.8324, 0.8773], [0.9482, 0.9729, -1.3202], [-2.3011, -0.6849, -0.3233]], "atomic_forces_ev_per_a": [[-0.19, 0.16, 0.34], [-0.70, -4.33, -3.49], [-0.91, 0.93, 2.06], [0.59, -2.40, -2.53], [0.47, -0.79, 1.01], [-0.42, -1.07, -0.10], [6.38, 2.56, 1.93], [0.85, 1.14, 1.42], [-0.25, 0.92, 0.17], [-0.69, 2.69, 0.06], [-1.04, -0.17, -0.68], [-0.51, 0.72, -0.08], [-3.59, -0.35, -0.11]], "lowdin_charge": [0.124, -0.033, -0.407, -0.202, -0.174, -0.102, 0.146, 0.101, 0.111, 0.152, 0.124, 0.116, 0.044]}